(1)
91
Properties=species:S:1:pos:R:3:forces:R:3:lowdin_charge:R:1 method="wB97M-V/def2-TZVPD" e_above_lowest_kj_mol=1419.4 total_charge=+1 gap_ev=6.7 total_energy_ev=-89020.139 lumo_energy_ev=-4.9 homo_energy_ha=-0.427
C -0.70237 -0.09639 4.32486 -0.548 -0.066 0.064 -0.1084
C -1.44316 0.00898 2.84378 0.774 0.939 0.350 -0.1738
C -0.31503 0.55632 1.72913 -1.697 -0.734 1.959 -0.1744
F 0.50518 1.52982 2.54692 -1.640 -1.991 -2.804 -0.0857
C -1.14054 1.27417 0.50352 -0.623 1.001 1.229 -0.1995
C -2.52330 0.46658 0.16436 -0.640 0.743 0.273 -0.0752
C -3.20822 0.98707 -1.27514 -2.103 -0.732 4.776 -0.3442
C -3.65441 2.53987 -1.03914 -0.834 0.868 -0.518 -0.0625
C -3.97271 3.44589 -2.36290 -1.746 6.449 2.230 -0.1271
O -4.38783 4.71858 -2.14353 2.650 -8.294 -1.647 -0.0309
C -4.63147 0.13913 -1.26362 -0.701 -0.250 0.784 -0.0982
C -5.75106 0.61102 -2.35136 -1.826 -0.418 0.242 -0.2483
C -6.96840 1.55969 -1.70599 0.237 0.100 0.763 -0.0482
F -6.47599 -0.63111 -2.81673 1.986 2.690 0.767 -0.1090
N -2.27196 0.70609 -2.41143 -1.838 0.410 -2.659 -0.0674
P -2.35270 -1.01295 -3.04077 0.760 -8.750 0.006 0.8323
O -2.13906 -2.09356 -1.91335 -1.096 4.763 -3.686 -0.2752
O -3.81993 -1.28747 -4.00711 4.146 3.289 1.851 -0.1201
O -1.08811 -1.33239 -4.24939 -2.019 1.225 3.024 -0.1712
C -0.82219 1.01614 -2.25292 4.974 -1.826 0.847 -0.2274
C -0.01435 1.62501 -3.53145 1.692 0.123 -0.037 -0.0482
B -0.69517 2.76217 -4.46637 -1.351 1.798 -2.572 -0.4701
O -0.81779 4.21536 -4.19378 -2.075 -3.836 -1.044 0.0335
O -1.26085 2.30932 -5.78694 1.956 -1.253 3.483 0.0382
C -0.29036 1.68818 -0.81813 0.374 -0.494 -0.433 -0.2766
P -0.19163 3.63453 -0.96831 0.920 1.540 2.709 0.8084
N 0.02008 4.40347 0.42485 -0.845 -2.103 -0.886 -0.2696
C 1.30310 1.28241 -0.49229 3.433 5.139 2.651 -0.0896
O 2.07440 2.23109 0.11245 -4.844 -6.697 -4.270 0.0254
C 2.08342 -0.08778 -0.85733 -0.310 -2.331 -1.810 -0.0990
F 2.38353 -0.04724 -2.33852 -1.002 -0.021 4.177 0.0128
F 1.29284 -1.35499 -0.67882 1.769 4.217 -0.516 0.0080
C 3.51678 -0.35308 -0.12213 0.848 -3.485 2.411 -0.0712
F 3.52927 -0.01907 1.35233 -0.251 -0.560 -5.359 0.0375
F 3.68204 -1.86077 -0.11370 -0.526 4.720 -0.204 0.0161
C 4.84424 0.17638 -0.92375 3.838 -0.880 0.756 -0.0874
F 5.22571 -0.73828 -2.06443 -1.842 3.331 3.931 0.0373
F 5.99151 0.04931 0.05191 -3.679 0.325 -2.898 0.0231
C 4.83106 1.73004 -1.40942 -1.246 4.264 -6.996 -0.1594
O 4.63807 1.99290 -2.72916 0.993 -2.390 8.703 0.0165
O 4.97263 2.92860 -0.54041 -1.845 -3.545 -1.972 0.0303
H -0.64969 0.99294 4.80301 0.158 -2.543 -1.167 0.1017
H -1.34889 -0.75913 5.05201 1.214 1.291 -1.568 0.0909
H 0.35596 -0.60287 4.23131 -2.110 1.209 0.205 0.0717
H -2.23926 0.86314 2.91850 1.260 -1.729 -0.081 0.1134
H -1.94545 -1.00111 2.50227 1.153 2.060 0.667 0.1257
H 0.27398 -0.41048 1.44292 -0.396 2.203 0.334 0.1531
H -1.52767 2.29455 0.99412 1.104 -2.086 -1.045 0.1457
H -3.32780 0.81155 0.97780 1.899 -0.807 -1.840 0.1453
H -2.46651 -0.69568 0.25104 0.122 2.166 -0.605 0.1335
H -2.95542 3.18489 -0.35980 -1.048 -1.323 -1.395 0.1206
H -4.68588 2.50676 -0.43420 2.335 0.015 -1.456 0.1508
H -3.82454 3.10190 -3.47139 -0.284 0.429 1.811 0.1282
H -4.48128 -1.04156 -1.18413 -0.220 2.571 -0.761 0.1497
H -5.11410 0.39696 -0.19789 1.293 -0.502 -2.404 0.1413
H -5.32283 1.18737 -3.28986 -0.770 -1.516 1.635 0.1289
H -6.99973 2.63683 -2.18748 -0.002 -2.346 0.798 0.0969
H -8.00714 1.00493 -1.80044 2.311 1.170 -0.124 0.1114
H -6.81228 1.73194 -0.53576 -0.199 -0.472 -2.518 0.0911
H -2.75752 1.16382 -3.24405 1.245 0.350 0.958 0.1545
H -3.84875 -0.46746 -4.59060 -0.496 -1.462 0.302 0.0948
H -0.37297 -1.86603 -3.77521 -1.290 0.798 -0.533 0.1185
H -0.32499 -0.07135 -2.14177 -1.203 2.208 -0.177 0.1365
H 0.99166 2.11681 -3.11059 -2.182 -1.168 -0.701 0.1319
H 0.39972 0.78383 -4.27350 -1.167 1.559 1.924 0.1401
H -1.70523 4.46261 -4.63620 2.219 -0.044 0.640 0.1390
H -0.95353 1.34045 -5.89307 -0.850 2.224 -0.039 0.1141
H -1.40570 4.11694 -1.56472 0.720 -0.667 -0.527 0.0131
H 0.91926 3.94884 -1.84610 -1.022 -0.604 -0.077 0.0455
H 0.10721 3.68179 1.17057 0.255 1.007 -0.310 -0.0309
H 4.21680 3.53999 -0.84983 1.755 -1.252 0.349 0.1427
C 1.42224 -3.32661 3.75996 -0.155 -0.109 0.243 -0.1189
C 2.75659 -2.80695 4.26882 0.165 0.085 -0.080 -0.2633
C 3.87749 -2.89923 3.22937 0.116 0.050 0.042 -0.2248
C 4.22893 -4.31857 2.76811 -0.122 -0.033 -0.041 -0.2263
C 4.64323 -5.28469 3.88013 0.031 -0.046 -0.125 -0.2723
C 5.90627 -4.85519 4.61228 0.030 -0.085 0.162 -0.1124
H 1.47064 -4.38915 3.50810 -0.038 0.098 -0.037 0.0712
H 0.65319 -3.20393 4.52952 -0.004 -0.053 -0.131 0.0682
H 1.10189 -2.77374 2.87154 0.005 -0.052 -0.065 0.0583
H 3.03753 -3.34194 5.18356 -0.019 0.057 -0.104 0.1049
H 2.63572 -1.75555 4.55437 0.073 -0.056 0.039 0.0975
H 4.77408 -2.41577 3.63529 -0.079 -0.045 -0.051 0.1084
H 3.59301 -2.31089 2.34782 0.027 -0.105 0.168 0.0741
H 5.04320 -4.25115 2.03538 -0.070 -0.007 0.072 0.1113
H 3.37605 -4.74842 2.23000 0.047 0.044 0.006 0.1006
H 4.81775 -6.27193 3.43545 -0.089 0.104 0.045 0.1068
H 3.82774 -5.41387 4.60052 0.015 0.017 -0.077 0.0991
H 6.74596 -4.76263 3.91622 -0.060 0.037 0.084 0.0774
H 6.17398 -5.59917 5.36948 0.041 0.143 -0.081 0.0729
H 5.77179 -3.89687 5.12136 0.060 -0.063 -0.038 0.0663

=====

(2)
91
Properties=species:S:1:pos:R:3:forces:R:3:lowdin_charge:R:1 method="wB97M-V/def2-TZVPD" smiles="C[C@H]1COC(=O)O1.C[C@H]1COC(=O)O1.C[C@H]1COC(=O)O1.COC(=O)OC.COC(=O)OC.COC(=O)OC.BrCCBr.BrCCBr" total_charge=0 gap_ev=10.5 total_energy_ev=-343659.257 lumo_energy_ev=0.2 homo_energy_ha=-0.380
C -2.67268 6.06642 2.82377 1.244 0.500 -1.428 -0.0265
C -3.54679 7.30569 2.98024 -1.727 -2.125 -1.360 -0.2877
C -5.01715 7.23331 2.34681 2.099 0.447 0.866 -0.0178
O -5.82121 7.58764 3.52034 -1.536 -0.350 -3.287 0.0874
C -5.08352 7.67488 4.59137 -3.093 2.244 4.414 -0.6134
O -5.52467 8.07753 5.69034 1.558 -1.541 -3.288 0.0989
O -3.89031 7.31563 4.32286 3.604 0.240 2.170 0.0998
H -2.16692 6.08990 1.85849 -0.068 0.211 -0.354 0.0798
H -3.10317 5.06503 2.82597 -0.624 0.355 0.593 0.0899
H -1.82172 6.12437 3.50244 -0.286 -0.085 0.382 0.0882
H -3.08710 8.22104 2.60751 0.373 0.030 0.597 0.1519
H -5.17403 6.24322 1.91879 -0.701 0.037 0.453 0.1255
H -5.02594 7.98729 1.55969 -0.843 0.033 0.231 0.1239
C -5.74069 -9.54039 -0.04434 0.848 -1.129 -0.258 -0.0093
C -6.06881 -11.05441 -0.12415 -0.544 1.914 0.896 -0.3033
C -7.51572 -11.35340 0.22013 0.608 -0.816 0.265 -0.0902
O -7.89932 -12.02669 -0.97562 -3.787 -0.690 0.811 0.0820
C -7.01224 -12.04983 -1.95516 -0.281 -0.638 -0.989 -0.5842
O -7.14759 -12.51957 -3.06362 0.089 0.796 1.866 0.1481
O -5.94215 -11.47864 -1.46224 2.819 0.535 -0.697 0.0971
H -6.55629 -8.85927 -0.28717 -0.193 -0.331 0.140 0.0856
H -4.97343 -9.40314 -0.80630 0.213 0.333 0.206 0.0837
H -5.31593 -9.33413 0.93807 -0.109 0.291 -0.060 0.0821
H -5.45934 -11.65185 0.55387 0.559 0.109 -0.476 0.1522
H -8.12807 -10.52796 0.58315 -0.238 0.477 -1.283 0.1297
H -7.57848 -11.98437 1.10672 0.020 -0.850 -0.421 0.1268
C 9.18068 3.44906 -0.93972 0.719 0.179 0.638 -0.0280
C 8.67639 3.16864 0.45880 -0.448 1.189 -0.404 -0.3094
C 9.02049 4.12414 1.62365 -0.305 0.663 -1.016 -0.0775
O 7.79456 4.18141 2.35746 -0.025 -0.328 1.031 0.0590
C 6.75973 3.81719 1.58953 -2.089 -0.910 0.175 -0.5252
O 5.57676 3.87668 1.89894 2.995 0.108 -0.819 0.1281
O 7.23490 3.28691 0.42374 -0.180 -0.525 0.564 0.0697
H 10.25799 3.48597 -0.77806 0.291 0.241 -0.581 0.0861
H 8.81425 4.38333 -1.36513 0.037 -0.039 0.144 0.0924
H 8.98619 2.61969 -1.61973 -0.186 0.055 0.139 0.0873
H 9.10991 2.20353 0.72095 -0.999 -0.553 0.258 0.1472
H 9.14560 5.17902 1.37937 0.660 -0.115 -0.659 0.1364
H 9.89569 3.76256 2.16346 -0.485 0.030 0.528 0.1337
Br 2.68691 -7.06543 6.77546 0.349 0.238 0.284 0.6330
C 0.91897 -7.83362 6.85486 0.159 -0.968 -1.509 -0.7811
C -0.11588 -6.76812 6.97776 -0.149 -1.129 0.976 -0.6445
Br -1.86886 -7.74405 6.84406 0.694 0.739 -0.091 0.5712
H 0.92016 -8.66646 7.55804 -0.157 0.423 0.117 0.0606
H 0.78522 -8.21661 5.84317 0.184 -0.496 0.191 0.0387
H 0.06478 -6.09833 6.13702 -0.726 0.389 0.506 0.0631
H -0.07057 -6.40823 8.00563 -0.356 0.804 -0.477 0.0588
Br -0.07786 -14.82462 1.33456 1.066 -0.288 -0.104 0.5503
C 1.87504 -15.17681 1.20752 0.522 1.909 -0.321 -0.6302
C 2.72541 -13.86240 1.53971 -1.365 -0.944 -0.678 -0.6091
Br 2.57426 -12.32736 0.22036 0.009 -1.333 0.742 0.5077
H 2.13476 -15.50111 0.19981 -0.447 0.076 -0.024 0.0479
H 2.13623 -15.99383 1.88010 -0.171 0.322 0.252 0.0515
H 3.76988 -14.17412 1.53636 -0.068 0.396 0.196 0.0476
H 2.35555 -13.42130 2.46531 0.451 -0.133 -0.059 0.0343
C 4.21693 7.61570 -5.18503 -0.532 -1.134 1.341 -0.0650
O 3.72638 8.78300 -4.58985 -1.640 2.097 2.449 -0.0434
C 3.33600 8.76077 -3.24966 3.122 -2.241 2.069 -0.4695
O 3.74824 7.93183 -2.37453 -1.963 2.688 -3.700 0.0627
O 2.64405 9.86220 -2.97743 1.854 -0.428 -1.934 0.0098
C 2.06848 10.13121 -1.75415 -3.213 -0.048 1.486 -0.0780
H 5.19481 7.37746 -4.76657 0.243 0.051 -0.570 0.0968
H 4.13411 7.74004 -6.26475 0.315 -0.055 0.255 0.1000
H 3.53870 6.85544 -4.79762 0.193 -0.690 -0.656 0.0939
H 2.22158 9.59696 -0.81647 1.392 -0.526 -0.548 0.1012
H 1.03141 9.86805 -1.96232 -0.505 0.206 0.369 0.0945
H 2.01580 11.18972 -1.49945 0.732 0.082 -0.566 0.0971
C -4.05083 10.22144 -5.11282 -0.143 -1.069 1.115 -0.0272
O -3.79948 9.01812 -5.81745 0.730 -1.752 -1.965 -0.0202
C -3.73685 7.81891 -5.22539 -1.287 -1.040 1.923 -0.4991
O -3.98186 7.59696 -4.02656 0.846 0.571 -2.912 0.0835
O -3.48112 6.81962 -6.15715 0.342 4.925 -0.125 -0.0279
C -3.74627 5.53373 -5.81093 -0.613 -1.691 1.128 -0.1040
H -3.81255 11.08560 -5.73295 0.252 -0.409 -0.023 0.0980
H -3.42776 10.09536 -4.22739 -0.283 0.964 0.312 0.0969
H -5.11434 10.22001 -4.87401 0.078 0.287 0.316 0.0999
H -4.81604 5.41654 -5.63786 -0.106 -0.236 0.081 0.1009
H -3.22026 5.30477 -4.88411 0.032 -0.530 -0.095 0.0975
H -3.45573 4.91189 -6.65769 0.156 -0.019 0.259 0.1016
C 1.36716 -4.24097 0.18224 -0.278 -1.148 -1.233 -0.0783
O 1.80494 -2.92137 0.22847 0.305 3.791 0.413 -0.0293
C 1.11338 -1.81202 -0.25553 -4.548 -3.046 -2.153 -0.5029
O -0.06721 -1.88954 -0.73144 4.089 0.284 1.973 0.0447
O 1.85108 -0.74280 -0.27493 1.062 0.607 0.241 0.0252
C 1.33485 0.50711 -0.78063 -1.307 0.125 -0.755 -0.0219
H 0.30362 -4.36238 -0.02330 0.039 0.223 0.075 0.0944
H 1.66977 -4.83473 1.04479 -0.166 0.720 0.513 0.0900
H 1.95446 -4.69169 -0.61777 -0.329 -0.228 -0.358 0.0925
H 0.75584 0.46045 -1.70294 0.259 -1.109 -0.339 0.0886
H 2.13983 1.19374 -1.04263 0.224 -0.329 0.888 0.0987
H 0.54541 0.91448 -0.14900 0.660 0.111 0.744 0.0983